# 1
23
Properties=species:S:1:pos:R:3:mulliken_charge:R:1 method="wB97M-V/def2-TZVPD" e_above_lowest_kj_mol=829.4 fmax_ha_per_bohr=0.085 orbital_gap_ev=3.243 charge=+1 energy_ev=-20239.760
N 2.7587 2.3288 0.7192 -0.6175
C -2.4866 -0.1179 -0.2250 -0.1610
C -1.5507 -0.0694 0.7761 -0.2710
C 1.6771 -1.0457 -0.3898 -0.3780
S 2.4639 -0.9925 1.1944 -0.0920
C -3.9747 0.0627 -0.0806 -0.3876
N -4.3875 1.3055 -0.7558 -0.5493
H 3.3316 3.0345 0.2501 0.2582
H 2.3967 1.6660 0.0261 0.1911
H 3.3172 1.7988 1.4000 0.2512
H -2.2355 0.1245 -1.2717 0.3243
H -0.6122 -0.7745 0.6893 -0.0684
H -1.9104 0.1680 1.9047 0.2723
H 0.8256 -1.7295 -0.2142 0.4719
H 2.5650 -0.9108 -1.1125 0.3263
H 2.7753 -2.3009 1.4132 0.3068
H -4.2952 -0.0738 0.9361 0.3200
H -4.5991 -0.7457 -0.5442 0.2736
H -5.3511 1.5322 -0.6905 0.2106
H -3.7950 2.0495 -0.5073 0.1905
H 4.2749 -1.5187 -1.9125 0.3582
H 4.2508 -1.6760 -0.4087 0.3337
O 4.5612 -2.1152 -1.1964 -0.5641

# 2
54
Properties=species:S:1:pos:R:3:mulliken_charge:R:1 method="wB97M-V/def2-TZVPD" fmax_ha_per_bohr=0.045 orbital_gap_ev=4.729 charge=-1 energy_ev=-40701.980
C 3.6800 -0.6129 0.0236 -0.9699
C 3.0731 -0.6919 1.4499 -0.5631
C 2.5484 0.6575 1.9582 -0.9564
C 1.4602 1.2636 1.0465 0.2024
C 1.1806 2.7072 1.4622 -0.9252
C 0.0281 3.3569 0.6613 -0.7778
C -1.3653 3.1526 1.3120 -0.7539
C -2.4342 2.5428 0.3391 -0.8596
C -2.8608 1.1744 0.9198 -0.1302
C -4.0997 0.5642 0.2270 -1.3115
C -4.4154 -0.9197 0.5526 -0.4800
C -3.4368 -1.9273 -0.1529 -0.5292
C -2.4761 -1.2996 -1.1354 0.1479
O -2.8241 -1.0263 -2.2372 -0.5395
P -4.1591 -1.2014 2.2910 0.7747
O -2.7562 -1.3754 2.7546 -0.7243
O -4.9680 -0.0335 3.1180 -0.5529
O -4.9383 -2.6076 2.6774 -0.5317
H 4.6328 -1.1389 -0.0136 0.3400
H 3.8253 0.4403 -0.2377 0.2972
H 2.9989 -1.0130 -0.7318 0.1852
H 3.8238 -1.1022 2.1311 0.3807
H 2.2338 -1.3963 1.4510 0.3073
H 2.0818 0.4751 2.9334 0.3973
H 3.3835 1.3579 2.0822 0.3489
H 1.8236 1.2285 0.0131 0.3284
H 0.5859 0.6087 1.1341 -0.1413
H 0.9017 2.7042 2.5229 0.3066
H 2.0990 3.2909 1.3337 0.4391
H 0.0462 2.9240 -0.3442 0.4143
H 0.2299 4.4319 0.5968 0.3651
H -1.2212 2.4654 2.1536 0.3838
H -1.7147 4.0872 1.7625 0.5154
H -3.2614 3.2563 0.3088 0.3106
H -1.9549 2.4050 -0.6333 0.2714
H -1.9978 0.5011 0.9354 0.1120
H -3.1233 1.3771 1.9625 0.4794
H -4.9582 1.1380 0.6093 0.4743
H -4.1003 0.7549 -0.8511 0.4691
H -4.0502 -2.6234 -0.7432 0.3497
H -2.8498 -2.5525 0.5360 0.3123
H -1.4136 -1.1221 -0.8517 0.2225
H -5.8972 -0.3123 3.1092 0.3168
H -4.3412 -3.0317 3.3141 0.2890
C 3.2924 -2.8523 -4.1472 -0.2844
C 3.9913 -1.8743 -5.0615 -0.3120
O 4.9357 -1.2527 -4.1891 -0.3281
C 5.1743 -2.1095 -3.1613 0.6826
O 6.0327 -1.9663 -2.3545 -0.5195
O 4.3027 -3.1499 -3.1814 -0.3168
H 2.9701 -3.7553 -4.6606 0.2897
H 2.4354 -2.4096 -3.6363 0.2477
H 4.5320 -2.3702 -5.8710 0.2542
H 3.3144 -1.1372 -5.4875 0.2921

# 3
43
Properties=species:S:1:pos:R:3:mulliken_charge:R:1 method="wB97M-V/def2-TZVPD" e_above_lowest_kj_mol=97.9 fmax_ha_per_bohr=0.011 orbital_gap_ev=8.835 charge=0 smiles="CN(C)CCCNCCCNC(=O)c1ccccn1" energy_ev=-22915.513
C 5.0914 -0.7948 0.3302 -1.0279
N 3.8240 -1.4459 0.5857 0.1858
C 3.9626 -2.4525 1.6169 -1.0559
C 3.2461 -1.9805 -0.6373 -1.0956
C 1.7549 -2.2827 -0.4976 -0.5871
C 0.9793 -1.0371 -0.0457 -0.7528
N -0.4311 -1.2439 0.2088 0.0525
C -0.7766 -1.9233 1.4452 -0.7970
C -0.7149 -0.9754 2.6482 -0.5849
C -1.7998 0.1036 2.5965 -0.8986
N -1.6643 0.9509 1.4413 -0.1153
C -2.4603 0.8363 0.3631 -0.0181
O -3.5183 0.2337 0.3369 -0.7276
C -1.9356 1.5832 -0.8281 0.8635
C -2.6784 1.6210 -2.0037 -0.5707
C -2.1556 2.2895 -3.0974 -0.3296
C -0.9130 2.8922 -2.9764 -0.5116
C -0.2527 2.7978 -1.7591 -0.2272
N -0.7442 2.1633 -0.7123 -0.3612
H 4.9442 0.0094 -0.3892 0.3101
H 5.8557 -1.4839 -0.0640 0.3522
H 5.4623 -0.3634 1.2591 0.3386
H 2.9858 -2.8580 1.8697 0.2260
H 4.6209 -3.2829 1.3129 0.3442
H 4.3797 -1.9895 2.5101 0.3775
H 3.3672 -1.2210 -1.4145 0.4868
H 3.7774 -2.8917 -0.9702 0.4095
H 1.3762 -2.6222 -1.4654 0.3391
H 1.6001 -3.0929 0.2168 0.2579
H 1.0581 -0.2672 -0.8204 0.2697
H 1.4484 -0.6471 0.8580 0.2899
H -0.8597 -1.7107 -0.5820 0.2573
H -0.1289 -2.7930 1.6496 0.3428
H -1.8014 -2.2878 1.3452 0.5144
H -0.8460 -1.5585 3.5614 0.3918
H 0.2656 -0.4984 2.6896 0.2771
H -2.7890 -0.3566 2.5333 0.4119
H -1.7497 0.7179 3.5026 0.3359
H -0.7649 1.3778 1.2632 0.3267
H -3.6380 1.1292 -2.0306 0.4592
H -2.7039 2.3401 -4.0273 0.4172
H -0.4658 3.4220 -3.8034 0.3904
H 0.7198 3.2520 -1.6144 0.4329